Record 1
{"formula": "C60H132N12O18", "method": "ωB97M-V/def2-TZVPD", "elements": ["C", "C", "O", "N", "C", "H", "H", "H", "H", "H", "H", "H", "C", "C", "O", "N", "C", "H", "H", "H", "H", "H", "H", "H", "C", "C", "O", "N", "C", "H", "H", "H", "H", "H", "H", "H", "C", "C", "O", "N", "C", "H", "H", "H", "H", "H", "H", "H", "C", "C", "O", "N", "C", "H", "H", "H", "H", "H", "H", "H", "C", "C", "O", "N", "C", "H", "H", "H", "H", "H", "H", "H", "C", "C", "O", "N", "C", "H", "H", "H", "H", "H", "H", "H", "C", "C", "O", "N", "C", "H", "H", "H", "H", "H", "H", "H", "C", "C", "O", "N", "C", "H", "H", "H", "H", "H", "H", "H", "C", "C", "O", "N", "C", "H", "H", "H", "H", "H", "H", "H", "C", "C", "O", "N", "C", "H", "H", "H", "H", "H", "H", "H", "C", "C", "O", "N", "C", "H", "H", "H", "H", "H", "H", "H", "C", "C", "C", "O", "C", "H", "H", "H", "H", "H", "H", "H", "H", "C", "C", "C", "O", "C", "H", "H", "H", "H", "H", "H", "H", "H", "C", "C", "C", "O", "C", "H", "H", "H", "H", "H", "H", "H", "H", "C", "C", "C", "O", "C", "H", "H", "H", "H", "H", "H", "H", "H", "C", "C", "C", "O", "C", "H", "H", "H", "H", "H", "H", "H", "H", "C", "C", "C", "O", "C", "H", "H", "H", "H", "H", "H", "H", "H"], "xyz": [[1.220, 3.076, 10.908], [0.017, 3.383, 10.048], [-0.055, 4.498, 9.614], [-0.796, 2.384, 9.642], [-0.803, 1.056, 10.195], [0.996, 3.219, 11.965], [2.146, 3.626, 10.743], [1.587, 2.058, 11.038], [-1.583, 2.566, 9.035], [-0.061, 0.334, 9.852], [-1.750, 0.530, 10.075], [-0.508, 1.071, 11.244], [-8.493, 3.142, 7.007], [-8.083, 3.933, 5.853], [-8.883, 4.229, 4.978], [-6.797, 4.277, 5.760], [-6.176, 4.881, 4.600], [-9.557, 3.010, 7.200], [-7.977, 3.442, 7.919], [-8.108, 2.166, 6.713], [-6.218, 3.997, 6.538], [-6.154, 5.970, 4.572], [-6.645, 4.580, 3.664], [-5.128, 4.609, 4.467], [-9.044, 11.057, 4.957], [-9.087, 9.724, 5.797], [-8.943, 9.824, 6.937], [-9.284, 8.639, 5.031], [-9.604, 7.303, 5.621], [-9.592, 10.840, 4.040], [-8.006, 11.154, 4.637], [-9.428, 11.957, 5.436], [-9.464, 8.773, 4.047], [-10.472, 7.275, 6.279], [-8.714, 6.869, 6.077], [-9.824, 6.536, 4.878], [-2.907, 10.489, -0.192], [-3.206, 9.004, -0.222], [-3.128, 8.399, -1.308], [-3.654, 8.417, 0.903], [-4.039, 7.001, 1.044], [-3.384, 11.171, 0.512], [-3.022, 10.989, -1.154], [-1.892, 10.690, 0.150], [-4.027, 8.984, 1.650], [-4.026, 6.823, 2.119], [-3.352, 6.334, 0.523], [-5.067, 6.734, 0.799], [-6.407, 9.071, 12.525], [-5.023, 8.908, 13.050], [-4.951, 8.522, 14.184], [-3.999, 9.178, 12.301], [-2.707, 9.080, 12.891], [-6.535, 9.500, 11.531], [-7.050, 9.641, 13.195], [-6.661, 8.012, 12.483], [-4.228, 9.721, 11.481], [-2.601, 8.708, 13.910], [-2.333, 10.102, 12.832], [-2.108, 8.446, 12.237], [1.345, 13.997, 7.317], [0.103, 13.921, 6.380], [0.128, 14.421, 5.217], [-0.939, 13.263, 6.851], [-2.212, 13.198, 6.167], [1.092, 13.764, 8.352], [1.548, 15.068, 7.306], [2.252, 13.471, 7.021], [-0.770, 12.872, 7.767], [-2.170, 14.109, 5.569], [-3.104, 13.211, 6.792], [-2.326, 12.307, 5.550], [-4.577, 12.262, 4.063], [-5.103, 11.181, 3.104], [-4.453, 10.186, 3.003], [-6.207, 11.511, 2.409], [-6.778, 10.619, 1.389], [-4.629, 12.005, 5.121], [-5.284, 13.092, 4.100], [-3.633, 12.593, 3.630], [-6.591, 12.432, 2.566], [-6.434, 9.592, 1.510], [-6.574, 11.054, 0.411], [-7.834, 10.436, 1.584], [0.567, 5.543, 15.986], [0.228, 6.309, 14.702], [-0.755, 7.055, 14.683], [0.979, 6.072, 13.632], [0.797, 6.749, 12.437], [-0.174, 5.593, 16.783], [1.487, 5.946, 16.409], [0.768, 4.520, 15.666], [1.800, 5.488, 13.564], [-0.267, 6.788, 12.201], [1.227, 6.278, 11.553], [1.217, 7.754, 12.421], [-3.618, 1.257, 6.635], [-4.521, 1.748, 7.678], [-4.921, 2.898, 7.598], [-4.892, 0.904, 8.712], [-5.908, 1.282, 9.638], [-3.804, 1.781, 5.698], [-3.761, 0.180, 6.543], [-2.605, 1.538, 6.924], [-4.522, -0.035, 8.738], [-5.460, 1.195, 10.628], [-6.723, 0.559, 9.610], [-6.410, 2.236, 9.474], [-9.157, 11.966, 9.577], [-7.604, 11.833, 9.449], [-6.931, 12.402, 10.248], [-7.050, 11.084, 8.443], [-5.726, 11.009, 8.086], [-9.502, 11.081, 10.111], [-9.555, 12.115, 8.573], [-9.449, 12.788, 10.231], [-7.742, 10.532, 7.956], [-5.177, 10.503, 8.880], [-5.371, 12.035, 7.987], [-5.677, 10.408, 7.178], [0.635, 8.880, 8.167], [0.595, 10.141, 8.937], [-0.099, 11.095, 8.549], [1.220, 10.152, 10.141], [0.974, 11.171, 11.169], [0.722, 8.988, 7.086], [-0.326, 8.394, 8.334], [1.467, 8.217, 8.407], [2.080, 9.651, 10.311], [1.308, 12.125, 10.762], [1.661, 10.953, 11.987], [-0.048, 11.198, 11.546], [2.859, 5.856, 5.914], [3.919, 7.023, 5.839], [5.118, 6.892, 6.161], [3.446, 8.209, 5.521], [4.365, 9.411, 5.534], [1.846, 6.124, 5.614], [2.693, 5.506, 6.933], [3.157, 4.991, 5.322], [2.561, 8.364, 5.060], [3.917, 10.243, 6.078], [4.445, 9.713, 4.490], [5.345, 9.394, 6.012], [-2.512, 13.953, 10.401], [-1.199, 14.068, 11.082], [-1.623, 13.683, 12.488], [-2.639, 12.672, 12.251], [-3.137, 12.724, 10.879], [-2.600, 14.024, 9.316], [-3.071, 14.819, 10.755], [-0.749, 15.060, 11.036], [-0.412, 13.477, 10.614], [-2.152, 14.440, 13.068], [-0.771, 13.400, 13.106], [-4.227, 12.704, 10.890], [-2.861, 11.854, 10.283], [-7.999, 5.801, 10.737], [-6.995, 6.296, 9.806], [-7.838, 7.072, 8.718], [-9.059, 6.365, 8.584], [-9.238, 5.533, 9.737], [-8.283, 6.536, 11.490], [-7.461, 4.930, 11.111], [-6.584, 5.390, 9.360], [-6.288, 7.013, 10.223], [-7.250, 7.256, 7.818], [-7.873, 8.132, 8.969], [-9.159, 4.492, 9.426], [-10.260, 5.429, 10.102], [-0.753, 6.092, 2.306], [-1.585, 4.845, 2.219], [-0.677, 3.701, 2.553], [0.449, 4.264, 3.280], [0.592, 5.562, 2.780], [-1.154, 6.788, 3.043], [-0.775, 6.568, 1.325], [-1.764, 4.695, 1.154], [-2.561, 4.907, 2.700], [-0.230, 3.235, 1.675], [-1.135, 3.023, 3.273], [1.345, 5.533, 1.992], [0.978, 6.370, 3.401], [-3.171, 3.447, 12.886], [-2.268, 4.662, 12.595], [-3.196, 5.813, 12.969], [-4.472, 5.384, 13.129], [-4.519, 4.038, 12.458], [-3.111, 3.343, 13.970], [-2.696, 2.640, 12.328], [-1.896, 4.640, 11.571], [-1.324, 4.645, 13.140], [-3.162, 6.475, 12.104], [-2.967, 6.307, 13.914], [-4.672, 4.035, 11.379], [-5.371, 3.444, 12.790], [-0.473, 9.836, 3.221], [0.642, 10.689, 2.588], [1.869, 9.878, 2.839], [1.447, 9.005, 3.945], [0.225, 9.434, 4.489], [-0.952, 9.031, 2.662], [-1.363, 10.423, 3.446], [0.839, 11.658, 3.048], [0.492, 10.881, 1.526], [2.743, 10.520, 2.956], [1.832, 9.383, 1.869], [0.529, 10.209, 5.193], [-0.200, 8.579, 5.014], [-3.742, 6.257, 8.194], [-4.687, 7.169, 7.374], [-3.705, 8.068, 6.576], [-2.681, 7.161, 6.261], [-2.512, 6.068, 7.236], [-4.253, 5.365, 8.555], [-3.387, 6.863, 9.028], [-5.324, 7.867, 7.918], [-5.249, 6.521, 6.701], [-3.308, 8.846, 7.228], [-4.228, 8.392, 5.677], [-1.646, 6.070, 7.897], [-2.568, 5.081, 6.777]], "lowdin_charge": [-0.01, -0.57, 0.05, 0.04, -0.10, 0.07, 0.09, 0.07, 0.13, 0.08, 0.08, 0.08, 0.00, -0.59, 0.03, 0.04, -0.07, 0.10, 0.06, 0.10, 0.08, 0.07, 0.09, 0.08, 0.02, -0.58, 0.09, 0.04, -0.04, 0.06, 0.06, 0.08, 0.12, 0.09, 0.06, 0.07, 0.00, -0.53, 0.01, 0.03, -0.06, 0.06, 0.08, 0.07, 0.06, 0.07, 0.07, 0.08, 0.01, -0.64, 0.06, 0.04, -0.07, 0.06, 0.09, 0.07, 0.13, 0.09, 0.07, 0.06, 0.01, -0.52, -0.03, 0.01, -0.06, 0.05, 0.08, 0.08, 0.08, 0.09, 0.07, 0.06, 0.01, -0.57, 0.04, 0.02, -0.04, 0.07, 0.07, 0.09, 0.13, 0.08, 0.09, 0.07, 0.01, -0.54, 0.04, 0.00, -0.10, 0.08, 0.08, 0.07, 0.15, 0.08, 0.08, 0.08, 0.01, -0.54, 0.01, 0.01, -0.08, 0.09, 0.09, 0.09, 0.14, 0.08, 0.09, 0.08, 0.02, -0.54, 0.05, -0.02, -0.10, 0.08, 0.06, 0.08, 0.06, 0.08, 0.09, 0.08, 0.02, -0.51, 0.01, 0.02, -0.06, 0.05, 0.09, 0.08, 0.13, 0.07, 0.09, 0.08, 0.01, -0.53, -0.02, 0.03, -0.03, 0.05, 0.07, 0.08, 0.07, 0.07, 0.07, 0.08, -0.21, -0.17, -0.17, -0.16, -0.19, 0.11, 0.13, 0.12, 0.08, 0.12, 0.11, 0.11, 0.11, -0.15, -0.19, -0.20, -0.13, -0.15, 0.11, 0.10, 0.10, 0.11, 0.07, 0.10, 0.08, 0.11, -0.16, -0.19, -0.17, -0.13, -0.23, 0.10, 0.12, 0.10, 0.10, 0.12, 0.12, 0.12, 0.10, -0.14, -0.16, -0.27, -0.11, -0.15, 0.12, 0.10, 0.09, 0.09, 0.10, 0.12, 0.10, 0.11, -0.13, -0.17, -0.15, -0.20, -0.20, 0.10, 0.10, 0.12, 0.11, 0.12, 0.12, 0.13, 0.12, -0.14, -0.16, -0.21, -0.16, -0.13, 0.08, 0.10, 0.08, 0.09, 0.11, 0.12, 0.09, 0.10], "relative_energy_kcal_mol": 0.0, "homo_energy_ev": -8.7}

***

Record 2
{"formula": "C36H26BrF4NP2Pb", "method": "ωB97M-V/def2-TZVPD", "elements": ["Pb", "N", "C", "C", "C", "C", "C", "C", "P", "C", "C", "C", "C", "C", "C", "C", "C", "C", "C", "C", "C", "H", "H", "H", "H", "H", "H", "H", "H", "H", "H", "H", "H", "H", "H", "H", "H", "F", "C", "C", "F", "C", "F", "C", "P", "C", "C", "C", "C", "C", "C", "C", "C", "C", "C", "C", "C", "C", "Br", "C", "F", "H", "H", "H", "H", "H", "H", "H", "H", "H", "H"], "xyz": [[0.500, 0.772, -0.602], [2.588, 0.732, 0.701], [3.573, -0.337, 0.486], [4.723, -0.314, 1.242], [5.747, -1.232, 0.999], [5.633, -2.164, -0.020], [4.485, -2.200, -0.793], [3.423, -1.307, -0.530], [1.949, -1.682, -1.409], [0.685, -2.431, -0.472], [0.973, -2.879, 0.833], [-0.005, -3.561, 1.537], [-1.251, -3.779, 0.956], [-1.548, -3.307, -0.328], [-0.592, -2.623, -1.045], [2.191, -2.163, -3.019], [3.166, -1.452, -3.781], [3.442, -1.861, -5.060], [2.759, -2.961, -5.595], [1.805, -3.672, -4.853], [1.489, -3.269, -3.580], [3.049, 1.601, 0.419], [2.417, 0.847, 1.701], [4.850, 0.434, 2.016], [6.644, -1.197, 1.604], [6.434, -2.866, -0.214], [4.390, -2.945, -1.571], [1.960, -2.753, 1.260], [0.211, -3.950, 2.523], [-2.002, -4.333, 1.506], [-2.521, -3.493, -0.763], [-0.819, -2.259, -2.042], [3.691, -0.603, -3.358], [4.181, -1.341, -5.655], [2.975, -3.275, -6.609], [1.325, -4.542, -5.282], [0.768, -3.828, -3.000], [-3.298, 6.881, -1.504], [-2.906, 5.735, -1.031], [-3.709, 5.021, -0.159], [-4.876, 5.485, 0.201], [-3.260, 3.805, 0.340], [-4.046, 3.171, 1.201], [-2.027, 3.259, -0.015], [-1.618, 1.731, 0.831], [-1.210, 2.066, 2.510], [-2.156, 1.903, 3.529], [-1.838, 2.319, 4.813], [-0.597, 2.885, 5.078], [0.340, 3.058, 4.061], [0.038, 2.649, 2.777], [-2.866, 0.521, 0.563], [-3.110, -0.470, 1.526], [-4.168, -1.346, 1.344], [-4.948, -1.267, 0.195], [-4.670, -0.322, -0.790], [-3.635, 0.578, -0.611], [-1.236, 4.018, -0.883], [0.525, 3.554, -1.421], [-1.657, 5.227, -1.391], [-0.892, 5.925, -2.203], [-3.140, 1.502, 3.325], [-2.567, 2.214, 5.605], [-0.360, 3.207, 6.084], [1.291, 3.527, 4.276], [0.752, 2.826, 1.975], [-2.508, -0.532, 2.425], [-4.403, -2.074, 2.109], [-5.785, -1.942, 0.068], [-5.288, -0.266, -1.677], [-3.461, 1.347, -1.356]], "lowdin_charge": [1.16, -0.03, -0.28, 0.02, 0.03, 0.01, -0.03, -0.31, 1.08, -0.43, -0.04, -0.01, 0.01, -0.02, -0.10, -0.35, -0.04, 0.00, 0.06, 0.01, -0.02, 0.12, 0.11, 0.14, 0.15, 0.14, 0.13, 0.12, 0.14, 0.14, 0.13, 0.12, 0.13, 0.14, 0.15, 0.14, 0.12, 0.23, -0.10, -0.11, 0.22, -0.19, 0.15, -0.30, 0.97, -0.37, -0.05, -0.01, 0.00, -0.03, -0.11, -0.40, -0.08, -0.04, -0.01, -0.02, -0.07, -0.52, 0.89, -0.25, 0.14, 0.12, 0.14, 0.14, 0.13, 0.08, 0.11, 0.13, 0.13, 0.13, 0.12], "relative_energy_kcal_mol": 0.0, "total_charge": 4, "homo_energy_ev": -19.2}

***

| no. | calculated total energy (Eh) | Kohn-Sham gap (eV) |
| --- | --- | --- |
| 1 | -4376.5945 | 8.6 |
| 2 | -5289.6838 | 4.8 |